Record 1
Computed, not measured: a structure of composition C22H19F6GaN5O7S4, with ωB97M-V/def2-TZVPD.

Output
Strongest force on any atom in eV/A: 0.14
Total charge: -1
Lowest unoccupied orbital energy in eV: 1.71
Kohn-Sham gap in eV: 7.816
Multiplicity: 1
ΔE to the lowest compared entry with this formula, charge and spin in eV: 0.184

Atoms and positions in Å:
C  -2.829  -0.117  6.338
C  -0.024  2.969  -0.801
N  -3.697  1.625  -1.728
H  -2.392  -3.751  -1.272
O  -2.755  -0.743  -1.915
C  -1.659  0.602  4.362
H  0.805  -0.527  -4.407
S  0.206  1.979  0.634
C  -1.323  -0.723  4.090
F  -5.075  -0.183  -3.767
S  3.348  -0.763  1.925
C  -2.485  -1.434  6.071
H  -3.922  -3.372  0.663
C  1.892  -0.914  -1.207
C  -2.060  -3.227  -0.388
C  -3.854  0.274  -4.046
S  -2.860  0.557  -2.514
C  1.071  -0.572  -2.284
H  -3.422  0.120  7.212
C  -2.443  -2.290  1.778
O  -5.476  -0.001  -0.870
C  -0.565  -1.003  2.852
C  3.124  -1.504  -1.491
C  2.613  0.047  3.275
H  3.003  -1.592  -4.876
O  -5.814  2.450  -0.796
C  -1.738  -1.739  4.942
C  3.524  -1.751  -2.799
H  -1.330  1.383  3.685
F  -3.237  -0.632  -4.818
F  -3.979  1.401  -4.749
H  3.794  -1.774  -0.681
N  3.438  0.689  4.146
S  -4.930  1.323  -0.785
H  -2.692  1.924  5.686
Ga  1.310  -0.549  0.645
C  -0.781  -2.693  -0.342
H  0.105  -0.113  -2.109
C  -2.418  0.897  5.483
H  4.346  0.939  3.796
C  1.464  -0.811  -3.595
F  -3.309  0.359  1.036
C  -4.153  1.382  0.887
C  -1.153  -1.795  1.747
O  -0.395  0.652  0.299
H  2.984  1.343  4.765
H  4.485  -2.211  -2.994
C  -2.903  -3.011  0.684
C  2.692  -1.403  -3.855
N  0.609  -0.559  2.618
H  -3.087  -2.068  2.616
F  -3.492  2.516  1.097
H  0.432  2.459  -1.646
H  -2.803  -2.226  6.738
O  -0.401  2.645  1.754
H  0.435  3.938  -0.620
N  1.335  0.079  3.565
N  -0.340  -2.005  0.701
H  -1.096  3.067  -0.963
H  -1.474  -2.767  4.722
O  1.651  1.688  0.781
H  -0.095  -2.789  -1.174
O  -1.670  1.181  -3.025
F  -5.107  1.272  1.824

Atoms 1-3, force components in eV/Å:
0.0 0.0 0.0
0.0 0.0 0.0
0.0 0.1 0.0

Record 2
Computed, not measured: a structure of composition C15H24N4O5Sr at a distorted geometry, with ωB97M-V/def2-TZVPD.

Output
Strongest force on any atom in eV/A: 3.25
Total charge: 0
Lowest unoccupied orbital energy (alpha / beta) in eV: -1.03 / -1.03
Kohn-Sham gap (alpha / beta) in eV: 4.696 / 4.740
Multiplicity: 1
ΔE to the lowest compared entry with this formula, charge and spin in eV: 0.000

Atoms and positions in Å:
H  2.771  -1.526  0.454
C  1.128  3.496  -2.118
C  -0.895  -5.747  2.297
H  1.946  0.902  4.685
N  -0.086  0.039  -2.809
C  1.115  -0.022  2.931
H  -3.862  2.479  2.280
C  1.521  -0.007  4.267
C  0.420  -2.248  3.072
H  -1.273  -6.480  0.277
C  -0.619  -4.435  0.304
O  -1.671  0.775  1.045
H  -1.430  -1.589  -2.750
Sr  -0.279  -1.030  -0.281
O  -0.684  -0.644  -3.742
C  0.642  2.090  -1.989
C  0.212  1.877  -4.491
N  0.567  -1.108  2.352
H  -2.386  -2.648  -2.013
C  -0.116  -3.446  2.361
H  -0.658  -4.305  -0.784
H  -2.995  1.430  1.060
H  -0.432  -4.661  4.120
O  2.274  -1.045  -0.236
C  1.349  -1.165  5.032
H  -0.905  1.640  0.665
N  0.340  1.485  -0.820
H  -0.389  2.801  -4.471
H  0.656  -3.232  4.958
H  -0.253  1.160  -5.178
C  0.294  1.300  -3.127
C  -0.474  -4.635  3.032
H  0.309  4.197  -2.349
O  -0.074  2.328  0.151
N  -0.232  -3.354  1.009
H  1.633  -1.196  6.081
H  -1.174  -6.670  2.802
C  -0.957  -5.652  0.904
C  0.801  -2.296  4.426
H  1.219  2.137  -4.850
H  1.860  3.563  -2.936
H  -3.975  2.868  0.543
C  -3.907  2.051  1.271
H  -1.488  0.656  1.999
O  -1.661  -2.030  -1.848
H  1.611  3.810  -1.187
H  2.752  -0.206  -0.369
H  1.226  0.872  2.307
H  -4.810  1.434  1.188

Atoms 1-3, force components in eV/Å:
-0.3 0.4 -0.5
-0.2 0.3 0.1
0.1 0.5 -0.2

Record 3
Computed, not measured: a cluster of 2 separate species, C4H9N2 in total at a distorted geometry, with ωB97M-V/def2-TZVPD.

Output
Strongest force on any atom in eV/A: 3.59
Total charge: +1
Lowest unoccupied orbital energy in eV: -4.06
Kohn-Sham gap in eV: 9.767
Multiplicity: 1
ΔE to the lowest compared entry with this formula, charge and spin in eV: 4.542

Atoms and positions in Å:
C  1.351  -0.802  0.260
H  1.434  -2.002  0.201
H  3.516  1.089  0.931
H  -3.249  -0.490  0.220
H  0.129  -0.388  0.035
C  -2.276  -0.981  0.060
H  -0.646  1.825  -0.194
N  2.320  -0.089  -0.019
H  3.539  1.133  -1.092
H  -2.098  -1.681  -0.774
H  -2.029  -1.467  0.942
H  -2.472  1.824  -0.209
N  -1.273  0.051  -0.013
C  3.279  0.708  -0.079
C  -1.526  1.270  -0.268

Atoms 1-3, force components in eV/Å:
-1.3 -2.7 -1.9
0.4 2.8 0.5
0.8 0.1 -0.9

Record 4
Computed, not measured: an isolated molecule of CH3ClN4 at a distorted geometry, with ωB97M-V/def2-TZVPD.

Output
Strongest force on any atom in eV/A: 3.08
Total charge: 0
Lowest unoccupied orbital energy in eV: 0.38
Kohn-Sham gap in eV: 9.996
Multiplicity: 1
SMILES: ClN1CN=NN1
ΔE to the lowest compared entry with this formula, charge and spin in eV: 0.505

Atoms and positions in Å:
N  -0.939  1.196  -0.305
H  -0.972  -1.534  0.433
N  -0.006  1.124  0.612
N  0.632  -0.237  0.602
N  -1.208  0.114  -0.811
Cl  2.222  -0.118  -0.211
H  0.081  -1.540  -1.009
H  0.543  1.913  0.917
C  -0.353  -0.918  -0.229

Atoms 1-3, force components in eV/Å:
-0.5 1.3 -0.6
0.1 0.1 0.0
1.4 -2.4 1.3

Record 5
Computed, not measured: a structure of composition C27H33CoO2 at a distorted geometry, with ωB97M-V/def2-TZVPD.

Output
Strongest force on any atom in eV/A: 4.79
Total charge: -1
Lowest unoccupied orbital energy (alpha / beta) in eV: 2.07 / 2.07
Kohn-Sham gap (alpha / beta) in eV: 2.318 / 5.919
Multiplicity: 4
ΔE to the lowest compared entry with this formula, charge and spin in eV: 0.000

Atoms and positions in Å:
C  0.070  -3.177  2.519
O  0.125  -0.280  -5.136
H  1.262  -2.015  -7.824
H  0.776  0.700  -7.856
Co  -0.382  -1.268  2.510
H  -0.294  -0.919  -1.242
C  -2.178  0.138  0.946
H  -2.228  0.286  -0.130
C  -0.203  1.956  -2.640
H  3.590  1.035  7.685
H  1.411  -2.526  -6.129
C  1.545  -1.453  3.012
C  -1.019  0.641  -2.601
H  0.143  3.562  8.282
H  2.592  0.161  5.576
C  1.309  -1.657  -6.788
H  -2.540  -2.089  1.041
H  -2.769  -1.673  3.707
H  0.560  1.692  -0.663
C  2.066  0.910  6.170
H  -2.751  0.989  4.046
C  -2.117  0.505  3.292
C  -1.185  -1.756  -6.608
H  -0.576  -4.047  2.632
H  0.176  -2.880  0.286
H  0.975  1.587  -5.620
C  -0.703  0.388  3.768
C  0.445  -2.553  1.282
C  0.121  2.345  6.512
H  2.352  2.706  9.064
H  -1.542  0.404  -3.532
H  1.737  -0.747  0.864
C  -2.369  -0.964  2.980
C  0.685  2.825  7.688
C  0.789  1.357  5.733
C  0.124  0.791  4.626
C  -0.065  0.458  -7.203
H  -0.785  2.845  -2.373
H  -2.091  -1.191  -6.363
O  1.288  0.217  -1.964
C  1.321  -1.446  1.588
H  2.192  -0.764  3.554
H  -1.762  0.716  -1.797
C  2.618  1.403  7.351
H  -1.261  -2.110  -7.644
H  1.828  2.241  -1.798
H  0.127  -1.202  -2.964
H  -1.122  -2.631  -5.953
C  0.046  -0.893  -6.457
H  -1.035  0.650  -7.669
C  -2.097  1.118  1.909
C  0.053  1.021  -5.796
C  0.942  1.605  -1.699
C  0.771  -2.511  3.584
H  2.184  -1.010  -6.683
C  -2.287  -1.171  1.573
C  0.018  -0.431  -2.187
H  0.753  -2.792  4.642
H  -2.058  2.190  1.729
H  -0.855  2.701  6.173
H  -0.831  1.585  -5.474
C  1.930  2.349  8.124
H  0.180  2.081  -3.657

Atoms 1-3, force components in eV/Å:
1.0 -1.3 -0.1
-0.1 0.7 -1.6
0.0 0.0 0.1

Record 6
Computed, not measured: a cluster of 6 separate species, C12H24Br6Cl6 in total at a distorted geometry, with ωB97M-V/def2-TZVPD.

Output
Strongest force on any atom in eV/A: 3.10
Total charge: 0
Lowest unoccupied orbital energy in eV: 0.19
Kohn-Sham gap in eV: 10.324
Multiplicity: 1
SMILES: BrCCBr.BrCCBr.BrCCBr.ClCCCl.ClCCCl.ClCCCl

Atoms and positions in Å:
C  -14.609  7.408  14.942
H  -12.088  6.333  12.917
H  -12.879  3.119  16.849
C  -10.283  1.832  10.980
H  -9.415  6.604  11.458
Cl  -10.002  4.597  18.819
Cl  -8.637  1.909  11.500
H  -10.884  7.689  11.462
H  -15.450  6.924  15.363
H  -10.462  3.817  16.613
H  -10.683  2.548  17.821
Br  -14.915  7.766  13.080
Cl  -10.639  4.556  13.172
H  -10.608  6.833  13.717
H  -10.716  2.791  10.906
H  -12.677  3.795  18.463
Cl  -11.215  5.687  10.319
H  -15.625  3.474  10.848
H  -5.976  6.553  13.250
C  -15.776  1.854  9.477
H  -17.324  3.354  10.208
H  -14.671  1.734  9.556
C  -10.828  3.618  17.601
H  -10.844  1.262  11.707
C  -11.016  6.336  12.895
H  -15.294  9.413  15.569
C  -12.285  3.844  17.473
C  -16.257  3.255  9.962
H  -7.428  5.766  12.439
C  -10.552  1.187  9.639
H  -11.615  1.363  9.416
Br  -16.399  1.443  7.674
H  -16.178  1.101  10.125
H  -13.545  9.308  15.117
Br  -16.056  4.774  8.707
C  -14.357  8.760  15.552
Br  -13.978  8.569  17.428
C  -6.558  4.582  13.965
Cl  -12.736  5.430  16.793
H  -6.118  4.752  14.949
Br  -8.009  6.890  14.590
Cl  -10.370  -0.615  9.792
C  -10.469  6.678  11.549
C  -6.884  5.929  13.399
H  -9.954  1.655  8.834
H  -13.721  6.787  14.945
Br  -5.228  3.683  12.862
H  -7.440  3.968  14.027

Atoms 1-3, force components in eV/Å:
1.2 1.0 -0.5
-0.5 0.4 -0.1
1.2 0.4 0.6